Entry from the OMol25 dataset: a cluster of 2 separate species, C2H7NOS2 in total in a non-equilibrium geometry (ωB97M-V with the def2-TZVPD basis set).

```
13
Properties=species:S:1:pos:R:3
S -2.05495 -1.23473 0.63980
S -0.08744 -1.91603 0.56221
O 2.08540 2.36352 0.21858
N 1.79960 1.24363 -1.72406
C 2.36257 2.29424 -0.94695
C -1.81190 0.66424 0.02535
H 2.06370 1.17987 -2.71781
H 1.33468 0.52406 -1.10776
H -1.13577 0.88801 -0.84079
H 0.17549 -2.25053 1.86961
H 3.28892 2.67319 -1.34305
H -2.78024 1.03293 -0.15457
H -1.25292 1.00032 0.91164
```

Calculated total energy: -27394.657 eV
HOMO-LUMO gap: 9.20 eV
Highest occupied orbital energy: -8.746 eV
Net charge: 0
SMILES: NC=O.CSS
Relative energy (zero: lowest compared OMol25 entry of this formula, charge and spin): 30.7 kcal per mole
Max |F|: 4.04 eV Å⁻¹